# 1
{"formula": "C4H9ClN", "method": "ωB97M-V/def2-TZVPD", "symbols": ["C", "H", "H", "Cl", "C", "H", "C", "H", "H", "H", "H", "N", "C", "H", "H"], "coordinates": [[-2.360, 0.328, 0.120], [2.489, -0.262, -0.998], [-0.083, -1.945, -0.045], [-3.002, -1.110, -0.179], [-2.438, 1.611, 0.089], [1.318, 0.155, 1.417], [0.909, -0.169, 0.540], [2.131, 1.311, -0.265], [1.121, 0.750, -1.421], [-3.232, 2.168, -0.399], [0.658, -2.049, 1.371], [0.697, -1.586, 0.496], [1.744, 0.434, -0.543], [1.479, -1.992, -0.004], [-1.621, 2.204, 0.574]], "atomic_forces_ev_per_a": [[1.649, 0.343, 0.832], [-0.215, 0.428, 0.575], [-0.914, 0.473, -0.225], [-0.856, -1.395, -0.534], [0.666, 1.504, 0.253], [0.026, 0.481, 2.959], [0.546, 0.935, -2.013], [1.962, 3.136, 1.531], [0.221, -0.505, 0.439], [-0.155, 0.008, 0.035], [-0.158, -0.322, 1.487], [0.313, -0.890, -1.422], [-2.919, -3.297, -3.212], [0.711, -0.408, -0.152], [-0.877, -0.491, -0.552]], "nbo_charge": [-0.08, 0.23, 0.45, 0.15, -0.50, 0.19, 0.08, 0.25, 0.26, 0.24, 0.45, -0.70, -0.70, 0.43, 0.24], "gap_ev": [9.563, 6.527], "total_charge": 1, "e_homo_ev": [-13.281, -11.752]}


# 2
{"formula": "C4H9ClN2", "method": "ωB97M-V/def2-TZVPD", "symbols": ["H", "C", "H", "H", "C", "H", "Cl", "C", "H", "N", "N", "H", "H", "H", "H", "C"], "coordinates": [[-1.244, 0.262, -1.814], [1.068, -0.841, -0.825], [1.967, -0.887, -0.216], [-1.627, -1.268, -0.995], [-1.364, -0.224, -0.848], [0.466, 1.837, -0.830], [-0.074, -0.770, 3.722], [0.331, 1.358, 0.135], [-0.446, 1.878, 0.689], [0.086, 0.043, 2.293], [-0.241, -0.828, 1.162], [1.286, -0.293, -1.738], [0.763, -1.854, -1.078], [1.253, 1.434, 0.704], [-2.172, 0.265, -0.307], [-0.053, -0.111, -0.053]], "atomic_forces_ev_per_a": [[0.019, -0.005, -0.075], [-0.211, -0.005, 0.266], [0.119, 0.007, 0.013], [-0.053, -0.088, -0.056], [0.094, -0.012, 0.288], [-0.015, 0.018, -0.162], [-0.191, -0.702, 0.811], [-0.062, -0.226, -0.008], [-0.025, 0.134, 0.006], [-1.637, -4.116, -6.977], [1.601, 3.914, 7.155], [-0.010, 0.018, -0.091], [0.013, -0.096, -0.015], [0.084, 0.114, -0.030], [-0.063, 0.037, -0.003], [0.336, 1.008, -1.122]], "nbo_charge": [0.21, -0.59, 0.22, 0.22, -0.59, 0.21, 0.18, -0.62, 0.22, -0.24, -0.11, 0.22, 0.22, 0.23, 0.22, 0.03], "smiles": "CC(C)(C)/N=N/Cl", "gap_ev": [9.497, 9.498], "e_homo_ev": [-10.110, -10.110]}


# 3
{"formula": "C4H9ClN2", "method": "ωB97M-V/def2-TZVPD", "symbols": ["N", "H", "C", "H", "C", "Cl", "H", "H", "C", "H", "H", "C", "H", "H", "N", "H"], "coordinates": [[0.758, -0.944, -0.616], [0.821, 0.537, -2.098], [-0.323, -0.317, 0.479], [-0.621, 0.313, 2.546], [1.344, 0.250, -1.217], [1.874, -1.954, 0.202], [1.143, 0.534, 1.896], [1.497, 1.108, -0.534], [0.179, -0.056, 1.854], [-3.189, -1.162, -0.606], [-1.713, -0.901, -1.739], [-2.283, -0.474, -0.978], [-2.815, 0.401, -1.532], [2.295, -0.162, -1.525], [-1.524, -0.152, 0.200], [0.777, -0.863, 2.377]], "atomic_forces_ev_per_a": [[-3.725, 1.692, 2.055], [-0.761, 0.216, -0.523], [1.004, -2.068, -1.376], [0.894, -0.155, -0.886], [1.750, -0.805, 0.738], [0.430, 0.086, 0.022], [-1.403, 0.699, -0.550], [-0.057, -0.380, -0.246], [2.312, 0.085, 1.793], [2.103, 1.303, -1.035], [0.928, -1.344, -1.165], [-3.055, 0.363, 0.638], [0.999, -0.938, 1.626], [0.638, 0.727, -0.444], [-0.420, 0.831, 0.147], [-1.639, -0.312, -0.796]], "nbo_charge": [-0.48, 0.21, 0.46, 0.25, -0.44, 0.09, 0.24, 0.18, -0.73, 0.22, 0.19, -0.43, 0.21, 0.21, -0.45, 0.26], "smiles": "C/N=C(/C)N(C)Cl", "gap_ev": 9.917, "e_homo_ev": -8.966}


# 4
{"formula": "C4H9ClN2O", "method": "ωB97M-V/def2-TZVPD", "symbols": ["H", "C", "H", "C", "Cl", "H", "C", "H", "N", "H", "O", "H", "H", "H", "N", "H", "C"], "coordinates": [[-1.750, 0.691, 1.327], [-0.682, -0.270, -0.310], [1.772, 2.085, -0.385], [-1.825, 0.504, 0.175], [-3.380, -0.489, 0.001], [1.095, -2.183, 0.371], [1.858, -1.426, 0.524], [-1.576, -1.920, -0.986], [-0.679, -1.356, -0.941], [0.027, 2.226, 0.682], [1.603, -0.419, -0.521], [1.533, -1.055, 1.644], [0.006, 1.898, -1.390], [-2.070, 1.498, -0.271], [0.576, 0.300, 0.058], [2.943, -1.784, 0.317], [0.548, 1.698, -0.294]], "atomic_forces_ev_per_a": [[0.025, -0.357, -2.091], [0.937, -0.956, -0.464], [-3.846, -1.040, 0.375], [-2.774, 0.833, 2.805], [0.762, 0.718, 0.108], [0.448, -0.577, -0.286], [0.582, 0.125, 0.718], [1.086, 1.667, -0.096], [-1.000, -1.650, 0.171], [1.249, -0.777, -2.950], [0.851, -0.359, 2.031], [1.694, -0.341, -2.793], [1.352, -0.149, 2.935], [0.542, -1.057, 0.014], [-2.046, 0.597, -1.003], [-1.997, 0.507, 0.863], [2.135, 2.816, -0.337]], "nbo_charge": [0.25, 0.36, 0.25, -0.43, -0.08, 0.20, -0.29, 0.37, -0.66, 0.23, -0.37, 0.19, 0.20, 0.25, -0.21, 0.20, -0.46], "smiles": "[H]/N=C(\\CCl)N(C)OC", "gap_ev": 10.071, "e_homo_ev": -9.351}


# 5
{"formula": "C4H9ClN3", "method": "ωB97M-V/def2-TZVPD", "symbols": ["C", "N", "H", "H", "H", "H", "H", "H", "C", "N", "N", "C", "H", "C", "H", "H", "Cl"], "coordinates": [[0.537, 0.065, 0.499], [-0.528, 0.137, -0.850], [1.151, 1.033, 0.465], [-0.343, -0.808, -1.317], [2.016, -0.839, 1.251], [0.661, 1.183, -2.082], [1.098, -2.075, 0.502], [-0.086, 2.007, -0.813], [-0.223, 1.357, -1.630], [-1.827, -0.001, -0.350], [-0.515, -0.165, 1.531], [-1.750, -0.183, 0.900], [-2.670, -0.463, 1.427], [1.487, -1.104, 0.354], [-0.956, 1.680, -2.344], [2.097, -1.020, -0.505], [-0.148, -0.805, 2.964]], "atomic_forces_ev_per_a": [[-1.232, -0.575, -2.135], [2.460, -2.484, 1.102], [-1.429, -1.066, 0.513], [-0.143, 1.869, 0.072], [1.391, -0.645, 0.374], [2.998, -0.414, -1.600], [-0.783, -0.923, -0.075], [0.000, 1.768, 0.242], [-2.095, -0.490, 1.548], [-0.989, 0.549, -0.307], [-0.231, 2.054, -3.895], [-0.276, -0.908, 1.476], [0.563, 0.359, 0.167], [-0.666, 1.866, 1.336], [-0.661, -0.223, -0.017], [0.803, 0.129, -0.801], [0.291, -0.866, 1.999]], "nbo_charge": [0.17, -0.23, 0.24, 0.44, 0.26, 0.22, 0.25, 0.21, -0.39, -0.31, -0.51, 0.29, 0.26, -0.67, 0.26, 0.25, 0.28], "smiles": "C[C@@H]1N(Cl)C=N[N@H+]1C", "gap_ev": 10.591, "total_charge": 1, "e_homo_ev": -13.707}


# 6
{"formula": "C4H9ClN3", "method": "ωB97M-V/def2-TZVPD", "symbols": ["H", "H", "H", "H", "C", "H", "Cl", "N", "H", "H", "N", "H", "C", "N", "H", "C", "C"], "coordinates": [[-0.084, -1.981, 1.997], [0.067, 1.053, 3.614], [-0.155, 1.643, 0.646], [-2.859, -0.747, 0.561], [-2.243, 0.162, 0.745], [-1.015, 2.083, 2.670], [1.698, 0.175, 1.290], [1.393, 3.788, 3.183], [-2.808, 0.758, 1.491], [-1.472, -2.221, 0.876], [0.903, 2.861, 2.839], [0.151, -1.770, 0.204], [-0.548, -1.641, 1.062], [-0.942, -0.243, 1.182], [-2.225, 0.734, -0.210], [-0.052, 1.661, 2.737], [0.034, 0.846, 1.382]], "atomic_forces_ev_per_a": [[-0.077, -0.187, -0.392], [0.524, 0.034, 0.564], [0.413, -0.433, -0.352], [0.443, 0.725, 0.132], [-1.252, 0.123, -0.657], [-1.149, 1.129, 0.476], [-0.283, 0.700, -0.123], [-0.652, -1.960, -1.105], [0.330, -0.208, -0.261], [0.666, 0.291, 0.180], [-0.170, 0.887, 1.212], [-0.476, -0.225, 0.623], [0.305, -0.085, -0.289], [1.103, 1.909, 1.438], [0.028, -0.204, 0.413], [0.218, -1.323, -1.178], [0.029, -1.174, -0.680]], "nbo_charge": [0.21, 0.29, 0.20, 0.24, -0.42, 0.27, 0.00, 0.38, 0.19, 0.23, 0.15, 0.21, -0.40, -0.47, 0.19, -0.26, 0.00], "smiles": "CN(C)[C@H](Cl)C[N+]#N", "gap_ev": 6.610, "total_charge": 1, "e_homo_ev": -12.557}


# 7
{"formula": "C4H9ClOS", "method": "ωB97M-V/def2-TZVPD", "symbols": ["C", "H", "H", "S", "H", "C", "H", "Cl", "H", "H", "C", "H", "O", "H", "H", "C"], "coordinates": [[0.553, -1.153, -0.903], [-1.968, 0.194, 0.713], [1.164, -1.046, 1.580], [0.975, 2.549, -0.146], [-1.265, 1.563, 0.060], [-0.127, -0.293, 0.119], [0.017, 0.192, 2.214], [-0.329, -2.666, -1.242], [0.807, 2.893, -1.542], [-1.819, 0.339, -1.211], [-1.341, 0.488, -0.172], [0.890, -0.647, -1.938], [1.372, 1.123, -0.184], [-0.657, -1.502, 1.713], [1.600, -1.348, -0.570], [0.126, -0.685, 1.510]], "atomic_forces_ev_per_a": [[2.428, 1.216, -2.396], [-0.447, 0.102, -1.264], [-0.577, -0.163, 0.274], [-1.211, 4.294, -1.381], [0.769, 0.230, -0.397], [1.487, 2.120, -1.895], [-0.202, -1.031, -0.690], [0.045, 0.069, 0.135], [0.032, -0.339, 1.479], [0.755, 0.128, 1.853], [-1.272, -1.179, 0.172], [-1.774, -0.760, 2.175], [0.030, -5.132, 0.443], [1.294, 1.001, 0.207], [-1.009, -0.476, 0.304], [-0.347, -0.079, 0.982]], "nbo_charge": [-0.47, 0.24, 0.24, 0.46, 0.27, 0.36, 0.24, -0.05, 0.03, 0.25, -0.73, 0.26, -0.87, 0.25, 0.24, -0.70], "gap_ev": [7.716, 7.714], "e_homo_ev": [-7.764, -7.764]}